1.
A cluster of 3 separate species, C5H13NO2 in total. Source: the Open Molecules 2025 dataset; level of theory: the ωB97M-V functional and the def2-TZVPD basis.

2S+1: 1
HOMO level (eV): -7.9
Orbital gap (eV): 8.6
Charge: 0
Structure (SMILES): C=CC/C=C/N.O.O

```
21
Properties=species:S:1:pos:R:3:nbo_charge:R:1
H 1.74358 1.03738 -2.19487 0.191
H 2.87385 -0.51197 2.27156 0.471
C 0.80442 0.69681 0.66371 -0.478
C -0.58688 1.04258 0.47153 -0.342
O -2.31966 -0.31296 -1.84454 -0.950
C -1.50636 0.16089 0.97361 0.046
H -2.98951 0.95342 -0.01075 0.378
H -2.00791 -0.99450 -2.52373 0.472
H 1.19516 -1.31247 -0.21658 0.178
H -3.54868 -0.39210 0.76354 0.387
H 2.16207 -0.57753 -2.45152 0.205
O 2.81054 -1.46552 2.11599 -0.936
H 0.92532 0.14369 1.60178 0.213
H 2.30469 -1.59644 1.31638 0.469
C 1.73167 0.06696 -1.68002 -0.426
H 1.48832 1.55018 0.74887 0.217
H -1.15632 -0.70314 1.53132 0.191
C 1.24146 -0.22890 -0.46892 -0.163
H -0.81664 1.90683 -0.12991 0.203
N -2.86048 0.36920 0.83098 -0.804
H -1.48863 0.16760 -1.76842 0.476
```

2.
A structure of composition C5H13NO2. Source: the Open Molecules 2025 dataset; level of theory: the ωB97M-V functional and the def2-TZVPD basis.

2S+1: 1
HOMO level (eV): -9.0
Orbital gap (eV): 9.7
Charge: 0

```
21
Properties=species:S:1:pos:R:3:nbo_charge:R:1
H 1.54695 1.82960 0.95123 0.470
C 1.44633 -4.19880 0.83902 -0.605
C 0.49263 -3.02665 0.64181 -0.409
H -1.25674 -1.36904 3.26709 0.176
O -1.15904 1.19118 -0.48309 -0.542
H 1.24161 -5.00099 0.11560 0.215
C 0.78670 -1.87148 1.59254 -0.216
H 0.36881 0.30274 2.00152 0.448
H 1.78045 -1.46167 1.35818 0.185
H -2.00333 -1.82276 1.69913 0.192
H 2.49336 -3.88441 0.70793 0.201
H 1.34884 -4.62219 1.85050 0.204
C -1.42581 -1.04801 2.22407 -0.422
O 0.61193 1.73250 1.16846 -0.835
N -0.16931 -0.76829 1.54244 -0.652
H 0.73116 0.42454 -0.68094 0.142
H -0.54554 -3.36789 0.78039 0.200
H 0.56034 -2.65721 -0.39404 0.198
C -0.07976 0.84480 -0.05958 0.665
H -2.05298 -0.14726 2.22145 0.215
H 0.85452 -2.26062 2.62732 0.168
```

3.
A cluster of 2 separate species, C5H13NO2 in total. Source: the Open Molecules 2025 dataset; level of theory: the ωB97M-V functional and the def2-TZVPD basis.

2S+1: 1
HOMO level (eV): -10.0
Orbital gap (eV): 10.7
Charge: 0
Structure (SMILES): CCCCNC=O.O

```
21
Properties=species:S:1:pos:R:3:nbo_charge:R:1
H -2.33158 -1.74961 -1.13760 0.205
H 0.53503 -2.48384 -0.41476 0.194
C 0.13011 0.53558 -0.70946 -0.229
H -0.39429 2.31667 2.77014 0.484
C -1.32615 -2.07948 -1.40240 -0.611
H 3.20752 1.39778 0.40373 0.117
H -1.08628 3.07214 1.63857 0.466
C 2.10931 1.45836 0.42057 0.527
C -0.40685 -1.97360 -0.18874 -0.398
H 0.64611 -0.54594 1.03324 0.218
O 1.48746 1.90719 1.36199 -0.635
C -0.19510 -0.55327 0.34321 -0.415
H -1.01033 -1.51218 -2.28322 0.194
N 1.52085 0.98041 -0.69298 -0.607
H -0.48705 1.40306 -0.48488 0.207
H -0.07199 0.19079 -1.71566 0.204
H -0.88145 -2.52942 0.61553 0.209
H -1.05223 -0.25600 0.94789 0.213
O -1.07720 2.96783 2.59093 -0.947
H 2.12058 0.58075 -1.39588 0.390
H -1.43646 -3.12723 -1.70020 0.214
```

Which is the most stable structure? 3 is the most stable.

1.
An isolated molecule of C5H13NO2. Source: the Open Molecules 2025 dataset; level of theory: the ωB97M-V functional and the def2-TZVPD basis.

2S+1: 1
HOMO level (eV): -9.8
Orbital gap (eV): 10.4
Charge: 0
Structure (SMILES): CC(C)(C)[C@@H](O)NO

```
21
Properties=species:S:1:pos:R:3:nbo_charge:R:1
H -0.11042 0.65190 -1.77339 0.171
O -1.89088 0.15761 -0.85227 -0.742
H -0.68400 -2.16232 -0.35983 0.207
C -0.04668 -0.44834 1.66581 -0.637
C 1.87793 0.12621 0.14739 -0.624
H 2.55489 -0.57619 0.64974 0.207
H 1.99711 1.09565 0.63739 0.225
H -1.10391 -0.72481 1.72326 0.219
O -1.52317 2.74236 -1.02969 -0.638
H 2.21599 0.22234 -0.88919 0.210
N -0.48034 1.86578 -0.12783 -0.316
C -0.57961 0.63515 -0.78736 0.232
H -1.00883 1.85183 0.74472 0.353
H 0.09428 0.49806 2.19446 0.208
H -2.31859 2.17327 -1.07131 0.461
H 0.63759 -1.75069 -1.46950 0.205
C 0.33290 -1.76430 -0.41858 -0.628
H 0.52167 -1.20569 2.22053 0.217
H 0.99344 -2.47011 0.10098 0.214
C 0.43460 -0.37244 0.21536 -0.028
H -1.91399 -0.54527 -1.52070 0.484
```

2.
A cluster of 2 separate species, C5H13NO2 in total. Source: the Open Molecules 2025 dataset; level of theory: the ωB97M-V functional and the def2-TZVPD basis.

2S+1: 1
HOMO level (eV): -9.9
Orbital gap (eV): 10.6
Charge: 0
Structure (SMILES): CC(C)CC(N)=O.O

```
21
Properties=species:S:1:pos:R:3:nbo_charge:R:1
C 0.03531 1.64108 -0.78176 -0.603
H 0.67129 1.76298 -1.65040 0.204
H 0.83168 -2.30220 1.54339 0.399
H -0.26008 -3.13963 0.51460 0.403
H -1.03877 0.80716 1.46847 0.237
O -1.64170 -1.19966 -0.13501 -0.652
H 2.31472 0.81904 1.76019 0.201
H 0.30523 -0.03565 2.13036 0.198
H 2.86346 1.30523 0.27438 0.216
H -0.90413 1.20063 -1.09268 0.230
C 1.97247 1.39963 0.89433 -0.613
O -2.66438 -1.64236 -3.11228 -0.970
H 1.79801 2.42343 1.18625 0.212
N 0.01494 -2.28169 0.96056 -0.818
C 0.81666 0.69427 0.20775 -0.201
H -3.31449 -1.01874 -2.80814 0.478
C -0.22575 0.13103 1.18992 -0.498
H -2.01511 -1.90283 -2.44808 0.492
H 1.22285 -0.10940 -0.44243 0.204
C -0.70327 -1.18356 0.65582 0.682
H -0.07894 2.63124 -0.31524 0.198
```

Which is the most stable structure? 2 is the most stable.

1.
A cluster of 3 separate species, C5H13NO2 in total. Source: the Open Molecules 2025 dataset; level of theory: the ωB97M-V functional and the def2-TZVPD basis.

2S+1: 1
HOMO level (eV): -7.9
Orbital gap (eV): 8.3
Charge: 0
Structure (SMILES): C=C/C=C(/C)N.O.O

```
21
Properties=species:S:1:pos:R:3:nbo_charge:R:1
H -1.19057 0.88458 0.72350 0.374
H 0.40000 -1.31636 -5.16008 0.485
N -1.10910 1.67390 1.35844 -0.818
C 0.93209 -0.72694 0.44019 -0.419
H 1.31285 -1.66630 2.22820 0.206
H -0.54128 3.52326 3.10084 0.221
C -0.53333 2.52045 3.51464 -0.641
H 1.24344 0.43643 3.40132 0.202
O 1.34621 -1.36571 -4.98019 -0.951
H -1.32475 -2.70327 -3.62404 0.475
H 0.31233 2.40882 4.19908 0.223
H -1.46046 2.22474 4.00189 0.220
C 0.49005 0.38076 2.60233 -0.368
H 1.41014 -2.10318 -4.34824 0.460
H 1.17005 -1.61148 -0.12587 0.191
H -2.07777 -1.84524 -4.56351 0.475
H 0.62369 0.14694 -0.11657 0.186
C 0.91252 -0.76243 1.78649 -0.190
O -1.21794 -2.28277 -4.48035 -0.945
H -2.01888 2.10286 1.39734 0.378
C -0.31067 1.43328 2.46893 0.234
```

2.
A cluster of 2 separate species, C5H13NO2 in total. Source: the Open Molecules 2025 dataset; level of theory: the ωB97M-V functional and the def2-TZVPD basis.

2S+1: 1
HOMO level (eV): -9.1
Orbital gap (eV): 9.8
Charge: 0
Structure (SMILES): C=CCCNCO.O

```
21
Properties=species:S:1:pos:R:3:nbo_charge:R:1
H 0.03297 -2.21360 2.03145 0.162
H -0.98709 1.06800 -2.92864 0.200
C 0.15458 0.95241 -1.18395 -0.166
O 0.15443 -1.65385 0.02505 -0.748
H 2.34065 0.39588 0.88491 0.192
C 0.71104 1.63455 0.04058 -0.463
H 0.54420 -0.01896 -1.45051 0.223
H -2.73128 -0.86238 -1.17971 0.473
H -0.26701 0.12151 2.22063 0.366
H -0.10005 2.17596 0.51176 0.203
H 1.53403 2.26671 -0.31171 0.220
C 1.37623 0.82768 1.17046 -0.204
H -1.15995 2.52410 -1.83146 0.187
N 0.60583 -0.21916 1.84499 -0.644
O -2.84562 -1.73173 -1.58023 -0.936
H 1.61421 1.55740 1.95012 0.193
H -2.71404 -2.31918 -0.82738 0.463
C 0.60023 -1.54229 1.37722 0.093
C -0.69908 1.55388 -1.99910 -0.422
H 0.20296 -2.58261 -0.21813 0.468
H 1.63276 -1.93431 1.45367 0.141
```

3.
An isolated molecule of C5H13NO2. Source: the Open Molecules 2025 dataset; level of theory: the ωB97M-V functional and the def2-TZVPD basis.

2S+1: 1
HOMO level (eV): -9.0
Orbital gap (eV): 9.7
Charge: 0
Structure (SMILES): CN[C@H](CO)[C@@H](C)O

```
21
Properties=species:S:1:pos:R:3:nbo_charge:R:1
H 0.93059 1.27048 -3.11700 0.482
H 1.73168 1.07921 1.19617 0.355
H 0.47383 0.59112 3.22229 0.203
H -1.87080 0.36667 0.74526 0.214
C -1.83986 -0.38292 -0.04136 -0.653
N 0.78298 0.72766 1.15699 -0.626
H -0.21368 -1.81248 0.50473 0.183
H -2.54906 -1.16520 0.24505 0.219
H -0.46738 1.50540 -1.15916 0.173
C 0.49434 -0.05609 2.35155 -0.414
H -0.12105 -1.12297 -2.15538 0.490
C 0.68469 0.03029 -0.14031 -0.098
C 0.54547 1.10538 -1.18750 -0.067
H -2.11716 -0.01801 -1.02323 0.216
O 0.82621 0.54462 -2.47562 -0.750
C -0.44414 -1.01603 -0.20170 0.097
H -0.47797 -0.50348 2.24940 0.196
H 1.21213 -0.86810 2.54472 0.165
H 1.21349 1.94320 -0.96829 0.171
H 1.61101 -0.50522 -0.30318 0.182
O -0.40533 -1.71355 -1.44342 -0.739
```

4.
A cluster of 2 separate species, C5H13NO2 in total. Source: the Open Molecules 2025 dataset; level of theory: the ωB97M-V functional and the def2-TZVPD basis.

2S+1: 1
HOMO level (eV): -9.0
Orbital gap (eV): 9.8
Charge: 0
Structure (SMILES): CCN(C)C(C)=O.O

```
21
Properties=species:S:1:pos:R:3:nbo_charge:R:1
H -1.45671 1.08136 -2.22669 0.218
C 0.14010 1.72356 -0.87677 0.677
O 1.33549 2.09224 -0.81780 -0.639
H 1.61510 -1.03522 1.72617 0.210
H -1.19189 2.85299 -2.20397 0.239
H 1.07562 1.40209 1.64017 0.223
H -2.36358 1.84682 -0.14600 0.204
H -2.23142 0.85771 1.34179 0.210
C 0.99517 -0.58305 0.93381 -0.620
N -0.47922 1.23592 0.25537 -0.446
H 1.64682 -0.32266 0.08283 0.232
H 0.00128 1.77909 -2.99920 0.250
H 2.56733 -5.51403 0.26117 0.471
H 1.15401 -5.10293 0.76926 0.469
H -0.28856 0.50002 2.36221 0.205
H -2.22329 0.06481 -0.26462 0.187
H 0.25668 -1.32942 0.59592 0.197
C -0.69157 1.87171 -2.14597 -0.717
O 1.75010 -5.03829 -0.01096 -0.940
C -1.89106 0.95405 0.29705 -0.410
C 0.27958 0.66318 1.42624 -0.220
```

Which is the most stable structure? 4 is the most stable.